13
Properties=species:S:1:pos:R:3:forces:R:3:mulliken_charge:R:1 method="wB97M-V/def2-TZVPD" spin_multiplicity=1 total_energy_ha=-696.86901 e_homo_ev=-9.3 orbital_gap_ev=9.66 e_above_lowest_ev=4.274
C -2.882 -0.931 0.244 -0.01 1.06 0.17 0.411
C 0.612 -1.193 -0.601 -3.79 0.71 0.93 -0.781
N -3.078 -2.044 0.096 -0.10 -1.92 -0.35 -0.437
N -0.952 2.330 0.438 -0.20 3.96 0.15 -0.535
N 0.048 0.138 -0.179 0.54 2.35 1.03 -0.351
N -2.701 0.355 0.457 4.72 -1.31 -1.69 -0.336
S -1.401 1.273 -0.516 2.14 -3.69 0.51 0.297
H 1.653 -1.284 -0.641 1.57 0.43 0.58 0.331
H 0.278 -1.453 -1.565 -0.49 0.11 -1.53 0.272
H -0.991 3.347 0.046 -0.04 -2.61 0.73 0.282
H 0.560 0.628 0.663 -1.69 -1.17 -2.17 0.276
H 0.079 -1.919 0.005 0.76 -0.55 0.38 0.324
H -3.449 0.839 0.732 -3.41 2.63 1.23 0.248


2
Properties=species:S:1:pos:R:3:forces:R:3:mulliken_charge:R:1 method="wB97M-V/def2-TZVPD" total_charge=+3 spin_multiplicity=1 total_energy_ha=-2620.39705 e_homo_ev=-29.5 orbital_gap_ev=8.85 e_above_lowest_ev=0.040
Hf 15.792 -27.720 2.776 -0.40 0.63 1.19 2.317
Br 15.124 -26.677 4.751 0.40 -0.63 -1.19 0.683


18
Properties=species:S:1:pos:R:3:forces:R:3:mulliken_charge:R:1 method="wB97M-V/def2-TZVPD" spin_multiplicity=1 total_energy_ha=-310.50159 e_homo_ev=-8.2 orbital_gap_ev=8.14 e_above_lowest_ev=9.091
C 1.486 -0.018 -1.193 5.20 -1.34 2.74 -0.913
C 0.386 -0.229 -0.146 -0.83 1.01 -3.51 0.602
C 0.499 -0.983 1.021 4.56 -3.70 2.70 -0.249
C 1.777 -1.383 1.478 -3.37 -3.29 2.47 -0.820
C -0.820 0.300 -0.269 0.24 2.23 -2.00 0.809
C -1.737 0.377 0.846 -4.30 1.72 2.30 -1.158
C -1.219 1.081 -1.437 1.07 -1.76 2.50 -1.034
C -1.631 1.824 -2.262 -4.87 5.72 -2.75 0.229
H 2.167 -1.047 -1.058 -1.64 2.53 -0.81 0.192
H 2.227 0.729 -0.481 -1.68 -1.61 -2.44 0.270
H 1.596 0.281 -2.326 -1.45 -0.36 2.60 0.351
H -0.459 -1.490 1.438 2.33 1.21 -0.36 0.078
H 1.768 -2.255 2.422 0.01 2.82 -2.74 0.166
H 2.777 -1.359 1.034 -0.65 0.89 -0.02 0.314
H -1.875 -0.614 1.291 -0.93 0.13 -0.45 0.292
H -2.763 0.857 0.399 2.23 -1.46 1.57 0.275
H -1.519 0.950 1.882 0.23 -0.60 -2.75 0.265
H -2.662 2.980 -2.638 3.85 -4.14 0.96 0.331


18
Properties=species:S:1:pos:R:3:forces:R:3:mulliken_charge:R:1 method="wB97M-V/def2-TZVPD" smiles="C=C1O[C@H]2CN[C@@H]3[C@H]1[C@@H]32" spin_multiplicity=1 total_energy_ha=-401.90427 e_homo_ev=-8.3 orbital_gap_ev=9.36 e_above_lowest_ev=6.442
C 2.919 -0.061 -0.463 0.12 -0.14 0.56 -0.912
C 1.640 -0.068 -0.048 1.60 -1.50 -0.37 0.419
O 1.088 -1.318 0.385 0.10 -0.28 0.00 -0.525
C -0.285 -0.924 0.113 -0.86 -0.18 1.62 0.025
C -1.857 -1.143 -0.022 1.03 0.00 0.90 -0.563
N -2.048 0.186 -0.627 0.14 1.02 0.23 -0.456
C -1.064 1.128 -0.038 0.16 -0.78 1.65 -0.361
C 0.659 1.008 0.208 -0.45 2.71 0.54 -0.319
C -0.388 0.318 1.015 0.20 1.57 -1.26 -0.361
H 3.584 -0.939 -0.259 -0.95 0.82 -0.56 0.248
H 3.392 0.838 -0.879 -0.35 -0.34 0.42 0.278
H -0.122 -0.596 -0.892 -0.42 0.04 -0.65 0.447
H -2.190 -1.966 -0.605 -0.27 -0.44 -0.85 0.362
H -2.391 -1.156 0.938 0.33 -0.16 -0.20 0.243
H -2.037 0.208 -1.625 -0.11 -0.31 -0.60 0.281
H -1.459 2.115 0.227 0.32 -0.23 -0.48 0.412
H 1.093 2.031 0.463 -0.71 -1.47 -0.27 0.324
H -0.535 0.339 2.107 0.11 -0.34 -0.69 0.458


18
Properties=species:S:1:pos:R:3:forces:R:3:mulliken_charge:R:1 method="wB97M-V/def2-TZVPD" spin_multiplicity=1 total_energy_ha=-418.22691 e_homo_ev=-7.9 orbital_gap_ev=8.53 e_above_lowest_ev=6.369
C -0.122 0.575 -0.233 2.60 -0.68 -0.34 0.366
C 0.139 2.039 -0.257 3.14 -0.59 0.48 -1.044
C -1.758 -1.171 -0.128 -2.57 -0.62 2.90 -1.020
C 1.235 -1.092 0.947 -0.49 0.42 0.64 -0.842
N -1.356 0.212 -0.149 0.89 -0.25 0.36 0.583
N 0.920 -0.444 -0.285 -0.99 0.41 -2.32 0.081
O -2.207 1.113 0.059 -2.14 0.62 0.17 -0.759
O 2.147 -0.022 -0.823 1.02 1.17 -1.15 -0.537
H 0.161 2.460 0.757 -0.33 -0.09 -0.10 0.230
H 1.167 2.275 -0.691 -1.40 -0.48 0.38 0.318
H -0.638 2.468 -0.799 -1.22 1.08 -0.88 0.412
H -2.118 -1.481 0.990 1.46 0.72 -2.48 0.230
H -2.694 -1.322 -0.660 0.09 0.49 -0.42 0.299
H -0.996 -1.756 -0.548 0.97 -1.01 -0.23 0.464
H 1.057 -0.326 1.723 0.38 -0.88 0.48 0.278
H 0.546 -1.926 0.992 -0.05 -0.27 0.82 0.259
H 2.260 -1.466 0.915 -0.22 0.20 0.12 0.355
H 2.257 -0.135 -1.811 -1.15 -0.26 1.56 0.326


75
Properties=species:S:1:pos:R:3:forces:R:3:mulliken_charge:R:1 method="wB97M-V/def2-TZVPD" spin_multiplicity=1 total_energy_ha=-11638.86116 e_homo_ev=-9.5 orbital_gap_ev=5.71 e_above_lowest_ev=0.000
Zn -0.555 -3.554 1.867 1.21 2.04 0.29 1.203
Zn 0.754 0.447 -2.420 -0.14 -0.30 -0.66 0.901
Zn 1.681 0.590 2.669 -1.24 0.16 -0.67 1.176
C -2.678 3.390 -2.789 2.18 -0.91 -0.26 0.578
F -3.458 2.340 -2.534 -0.49 0.19 -0.34 -0.185
F -3.232 4.247 -3.620 -0.58 0.12 0.34 -0.196
F -2.403 3.948 -1.603 -0.23 0.53 -0.12 -0.212
S -1.073 2.752 -3.588 0.94 0.18 -1.61 1.248
O -0.603 1.864 -2.498 0.18 0.07 0.85 -0.219
O -1.477 1.970 -4.723 -0.63 0.28 0.15 -0.643
O -0.150 3.836 -3.888 -1.27 -0.47 0.96 -0.707
C -1.694 -0.880 5.494 0.28 -0.24 0.12 0.417
F -2.285 -1.862 6.151 -0.12 -0.38 -0.24 -0.182
F -2.578 -0.276 4.718 -0.09 0.23 -0.14 -0.173
F -1.198 -0.046 6.389 0.10 0.41 -0.19 -0.190
S -0.272 -1.550 4.502 2.80 -1.09 1.19 0.734
O -0.854 -2.374 3.435 -1.24 -0.81 -0.22 -0.580
O 0.426 -0.412 3.920 -0.69 0.68 0.51 -0.350
O 0.543 -2.292 5.428 -1.25 0.57 -0.34 -0.558
C 4.090 -3.183 1.321 -0.90 -0.03 0.26 0.453
F 4.875 -3.568 2.296 0.54 -0.26 0.13 -0.193
F 4.678 -2.254 0.615 0.05 0.77 -0.21 -0.112
F 3.799 -4.193 0.523 -0.07 -0.48 -0.15 -0.224
S 2.500 -2.634 2.197 -1.17 0.11 2.09 0.776
O 2.609 -3.108 3.547 0.47 -0.01 -0.73 -0.612
O 2.346 -1.188 2.088 1.36 -0.47 -0.67 -0.368
O 1.373 -3.284 1.484 0.19 -0.98 -0.74 -0.657
C 0.294 -3.339 -4.703 -0.23 1.54 1.32 0.528
F -0.137 -4.211 -5.566 -0.27 -0.55 -0.52 -0.201
F 0.065 -3.775 -3.452 -0.07 -0.45 0.09 -0.222
F 1.622 -3.217 -4.818 0.63 -0.13 -0.26 -0.246
S -0.504 -1.669 -4.891 -1.20 -0.06 -1.86 0.882
O 0.039 -0.887 -3.762 0.19 -0.22 -0.39 -0.271
O -0.086 -1.287 -6.223 0.37 0.11 1.12 -0.702
O -1.922 -1.948 -4.775 0.77 0.04 0.54 -0.686
C 4.460 1.592 -0.792 -1.59 -0.14 -0.07 0.446
F 4.884 0.415 -0.360 0.07 -0.24 0.62 -0.181
F 5.317 2.530 -0.494 0.63 0.26 0.07 -0.199
F 4.310 1.475 -2.105 0.23 0.35 -0.47 -0.225
S 2.757 2.110 -0.119 -0.36 0.43 -0.36 1.017
O 2.805 3.542 -0.061 -0.02 -0.49 -0.18 -0.689
O 1.799 1.539 -1.069 0.95 0.38 0.86 -0.893
O 2.647 1.509 1.220 0.78 -0.21 0.06 -0.660
C -2.367 0.179 0.588 1.33 -0.08 0.10 0.375
F -2.371 1.434 0.196 -0.08 0.12 -0.33 -0.146
F -2.663 0.154 1.884 -0.17 -0.29 0.22 -0.190
F -3.201 -0.560 -0.095 -0.54 0.05 -0.11 -0.118
S -0.655 -0.553 0.373 1.58 0.15 -0.32 -1.025
O -0.303 -0.498 -1.032 -1.22 -0.44 1.36 0.720
O 0.244 0.184 1.236 -1.33 0.30 -0.71 0.485
O -0.779 -1.926 0.842 -1.30 -0.51 -0.60 0.339
C -4.062 -1.304 -2.918 -0.06 -0.11 0.50 -0.451
C -3.513 -2.450 -2.180 -0.16 0.24 -0.55 0.431
N -3.096 -3.335 -1.581 0.12 -0.11 0.31 -0.539
H -4.911 -0.916 -2.352 0.03 0.04 -0.01 0.358
H -4.403 -1.584 -3.910 0.21 -0.13 -0.03 0.406
H -3.296 -0.536 -2.999 0.01 0.00 -0.15 -0.117
C -0.042 4.923 2.570 0.79 -0.08 0.06 -1.077
C 0.205 3.498 2.755 -0.06 0.25 0.31 0.546
N 0.450 2.388 2.884 0.50 -0.12 0.29 -0.168
H -0.077 5.073 1.491 -0.42 0.34 0.07 0.306
H 0.827 5.466 2.951 0.16 -0.18 -0.14 0.339
H -0.867 5.312 3.159 -0.41 -0.30 -0.37 0.377
C 4.123 -2.737 -3.223 0.24 -0.10 0.01 -1.237
C 3.140 -1.801 -2.714 0.03 -0.31 -0.40 0.624
N 2.369 -1.057 -2.324 -0.23 0.60 0.10 -0.110
H 4.248 -2.654 -4.301 -0.12 0.34 0.03 0.365
H 3.810 -3.765 -3.045 0.01 0.07 0.29 0.308
H 5.063 -2.501 -2.725 0.08 -0.28 -0.07 0.362
C -3.484 2.655 3.734 -0.45 0.05 0.97 0.011
C -3.664 2.934 5.165 -0.08 -0.06 -0.33 0.094
N -3.841 3.130 6.279 0.06 0.07 0.28 -0.410
H -3.746 1.609 3.596 0.25 0.02 -0.29 0.054
H -2.446 2.865 3.494 -0.07 -0.13 -0.41 -0.182
H -4.200 3.267 3.189 0.26 0.07 -0.24 0.442